# 1
Formula: C2H13NO3
Source: the Open Molecules 2025 dataset
Level of theory: ωB97M-V/def2-TZVPD

## Properties
HOMO-LUMO gap (spin up / spin down), eV: 10.06 / 5.44
Energy above the lowest of the compared OMol25 structures with the same formula, charge and spin, kJ/mol: 34.83
2S+1: 2
Total charge: +1
Highest occupied orbital energy (spin up / spin down), eV: -13.477 / -13.477
⟨S²⟩: 0.754
Maximum force, eV/A: 1.6
M, Da: 99.13
E, Eh: -364.130519

Each line ends with the Mulliken charge.
Geometry (Å):
C  -2.57  1.42  -1.05  -0.659
N  -2.21  1.50  0.37  0.018
C  -2.09  0.23  1.01  -0.725
H  -1.70  0.92  -1.48  0.310
H  -3.51  0.87  -1.19  0.346
H  -2.73  2.38  -1.52  0.332
H  -2.59  2.22  0.98  0.345
H  -1.46  0.12  1.90  0.321
H  -1.86  -0.59  0.34  0.336
H  -3.14  0.04  1.36  0.369
H  3.96  0.52  -0.73  0.317
H  3.45  -0.67  -0.09  0.368
O  3.65  -0.36  -1.00  -0.638
H  3.20  -1.04  2.20  0.294
H  2.11  -2.04  1.99  0.307
O  2.69  -1.45  1.49  -0.649
H  1.79  -1.89  -1.01  0.284
H  1.77  -0.70  -1.85  0.373
O  1.25  -1.51  -1.70  -0.648

=====

# 2
Formula: C33H18MoN8
Source: the Open Molecules 2025 dataset
Level of theory: ωB97M-V/def2-TZVPD

## Properties
HOMO-LUMO gap (spin up / spin down), eV: 5.37 / 5.00
Energy above the lowest of the compared OMol25 structures with the same formula, charge and spin, kJ/mol: 198.64
2S+1: 3
Highest occupied orbital energy (spin up / spin down), eV: -6.611 / -6.214
⟨S²⟩: 2.380
Maximum force, eV/A: 3.0
M, Da: 622.50
E, Eh: -1774.614633

Each line ends with the Mulliken charge.
Geometry (Å):
Mo  -0.03  0.18  0.48  1.712
C  -1.37  -3.26  4.50  -0.647
C  -2.72  -2.95  4.35  -0.526
C  -3.20  -2.37  3.19  -0.517
C  -2.29  -2.10  2.18  0.047
C  -2.39  -1.36  0.94  0.232
N  -1.20  -1.37  0.30  -0.344
C  -0.24  -1.94  1.12  0.859
N  0.81  -2.74  0.59  -0.466
C  1.96  -1.95  0.19  0.894
C  3.39  -2.26  0.42  -0.401
C  4.11  -3.43  0.45  -0.457
C  5.48  -3.35  0.63  -0.651
C  6.12  -2.12  0.76  -0.625
C  5.40  -0.94  0.75  -0.287
C  4.03  -1.02  0.59  0.421
C  2.99  0.00  0.61  -0.199
N  3.18  1.25  0.98  -0.608
C  2.19  2.11  1.05  -0.198
N  0.87  1.91  0.66  -0.351
C  0.26  3.16  0.69  -0.529
N  -0.97  3.44  0.31  -0.617
C  -1.88  2.55  0.04  -0.476
N  -1.77  1.19  0.27  -0.196
C  -3.04  0.66  0.15  -0.259
N  -3.36  -0.52  0.62  -0.578
C  -3.97  1.67  -0.28  0.236
C  -5.32  1.63  -0.56  -0.381
C  -5.93  2.81  -0.95  -0.583
C  -5.20  4.00  -1.07  -0.550
C  -3.85  4.04  -0.77  -0.252
C  -3.23  2.87  -0.37  0.690
C  1.17  4.15  1.20  0.625
C  1.04  5.50  1.48  -0.269
C  2.12  6.15  2.05  -0.568
C  3.31  5.48  2.32  -0.595
C  3.46  4.14  2.03  -0.303
C  2.38  3.47  1.47  0.322
N  1.78  -0.55  0.39  -0.367
C  -0.92  -2.39  2.33  -0.266
C  -0.45  -2.99  3.50  -0.479
H  -1.03  -3.71  5.42  0.410
H  -3.40  -3.18  5.16  0.397
H  -4.24  -2.12  3.07  0.495
H  3.62  -4.39  0.35  0.504
H  6.06  -4.26  0.67  0.404
H  7.19  -2.08  0.87  0.399
H  5.87  0.03  0.86  0.542
H  -5.88  0.71  -0.46  0.528
H  -6.99  2.83  -1.18  0.401
H  -5.70  4.90  -1.39  0.399
H  -3.28  4.95  -0.86  0.530
H  0.12  6.02  1.26  0.538
H  2.04  7.19  2.30  0.396
H  4.13  6.02  2.77  0.396
H  4.37  3.60  2.24  0.535
H  0.59  -3.22  3.62  0.552
C  1.10  -2.63  -0.82  -0.385
H  1.49  -3.54  -1.26  0.328
H  0.47  -2.01  -1.45  0.138

=====

# 3
Formula: C27H35BFN2O4SSiSr
Source: the Open Molecules 2025 dataset
Level of theory: ωB97M-V/def2-TZVPD

## Properties
HOMO-LUMO gap, eV: 3.58
2S+1: 1
Total charge: +1
Highest occupied orbital energy, eV: -9.147
Maximum force, eV/A: 6.0
M, Da: 629.17
E, Eh: -2303.312121

Each line ends with the Mulliken charge.
Geometry (Å):
Sr  0.78  -0.80  0.30  2.491
C  5.62  -0.61  -1.49  -1.097
Si  4.48  -0.81  0.03  -0.249
C  3.72  -2.55  -0.01  -1.035
C  5.43  -0.57  1.68  -0.995
N  3.05  0.20  0.00  -0.030
C  3.05  1.54  -0.09  0.573
C  4.20  2.36  -0.21  -0.175
C  4.11  3.73  -0.34  -1.082
C  2.88  4.37  -0.34  -0.606
C  1.72  3.62  -0.22  -0.806
C  1.83  2.26  -0.10  0.448
F  0.67  1.50  0.00  -0.417
H  6.32  -1.43  -1.56  0.386
H  6.19  0.31  -1.47  0.353
H  5.03  -0.60  -2.41  0.334
H  4.49  -3.32  -0.04  0.516
H  3.10  -2.68  -0.90  0.155
H  3.12  -2.73  0.88  0.177
H  6.22  -1.30  1.79  0.413
H  4.74  -0.69  2.52  0.225
H  5.87  0.42  1.76  0.337
H  5.16  1.88  -0.20  0.275
H  5.01  4.30  -0.46  0.433
H  2.82  5.44  -0.44  0.446
H  0.75  4.08  -0.24  0.485
O  -2.35  0.11  0.44  -0.249
N  -1.49  -0.72  0.10  -0.343
O  0.64  -0.76  2.42  -1.057
S  -0.47  0.11  2.94  0.227
C  -0.28  -0.03  4.73  0.455
C  -1.39  0.22  5.53  -0.216
C  -1.26  0.14  6.90  -0.729
C  -0.03  -0.18  7.47  -0.445
C  1.07  -0.43  6.66  -0.799
C  0.95  -0.35  5.28  -0.302
C  0.17  1.80  2.92  1.175
C  -0.74  2.84  2.92  -0.469
C  -0.29  4.14  2.99  -0.790
C  1.07  4.40  3.06  -0.576
C  1.98  3.35  3.05  -0.754
C  1.53  2.04  2.98  -0.090
H  -2.33  0.46  5.07  0.455
H  -2.11  0.30  7.54  0.418
H  0.07  -0.23  8.54  0.410
H  2.01  -0.69  7.11  0.426
H  1.79  -0.56  4.63  0.372
H  -1.80  2.63  2.87  0.417
H  -0.99  4.96  3.01  0.437
H  1.43  5.41  3.13  0.448
H  3.04  3.55  3.10  0.441
H  2.23  1.22  2.96  0.151
C  -1.70  -5.12  1.50  -1.810
C  -2.20  -4.31  0.30  1.608
C  -3.59  -4.82  -0.09  -1.940
O  -2.36  -2.95  0.73  -0.544
B  -1.71  -2.14  -0.13  0.867
O  -0.98  -2.79  -1.08  -0.461
C  -1.17  -4.21  -0.90  1.618
C  0.21  -4.80  -0.58  -1.842
C  -1.68  -4.84  -2.20  -1.853
H  -2.45  -5.10  2.28  0.481
H  -0.78  -4.72  1.91  0.291
H  -1.53  -6.16  1.20  0.374
H  -4.24  -4.76  0.78  0.485
H  -3.55  -5.85  -0.42  0.396
H  -4.02  -4.19  -0.86  0.396
H  0.66  -4.30  0.28  0.255
H  0.86  -4.67  -1.44  0.468
H  0.13  -5.86  -0.38  0.395
H  -2.60  -4.37  -2.53  0.387
H  -1.86  -5.90  -2.05  0.401
H  -0.93  -4.72  -2.98  0.462

=====

# 4
Formula: C7H12
Source: the Open Molecules 2025 dataset
Level of theory: ωB97M-V/def2-TZVPD

## Properties
SMILES string: CC1=C[C@@H](C)C=C1.[H][H]
HOMO-LUMO gap, eV: 9.48
Energy above the lowest of the compared OMol25 structures with the same formula, charge and spin, kJ/mol: 134.93
2S+1: 1
Highest occupied orbital energy, eV: -8.390
Maximum force, eV/A: 0.3
M, Da: 96.17
E, Eh: -273.857162

Each line ends with the Mulliken charge.
Geometry (Å):
C  1.66  -1.74  -0.82  -1.201
C  0.62  -0.67  -0.66  0.622
C  -0.67  -0.80  -0.31  -0.952
C  -1.35  0.55  -0.26  0.704
C  -1.99  0.88  1.09  -1.251
C  -0.22  1.48  -0.63  -0.688
C  0.90  0.77  -0.85  -0.563
H  1.27  -2.71  -0.51  0.324
H  2.55  -1.51  -0.23  0.289
H  1.99  -1.82  -1.87  0.287
H  -1.18  -1.73  -0.08  0.347
H  -2.13  0.59  -1.04  0.300
H  -1.24  0.85  1.88  0.283
H  -2.78  0.16  1.33  0.339
H  -2.43  1.88  1.07  0.359
H  -0.33  2.56  -0.70  0.408
H  1.87  1.17  -1.11  0.393
H  2.05  0.00  2.32  0.240
H  1.48  0.13  1.86  -0.241

=====

# 5
Formula: C26H17BF5N5O3RhSe
Source: the Open Molecules 2025 dataset
Level of theory: ωB97M-V/def2-TZVPD

## Properties
HOMO-LUMO gap, eV: 7.26
Energy above the lowest of the compared OMol25 structures with the same formula, charge and spin, kJ/mol: 99.31
2S+1: 1
Total charge: +1
Highest occupied orbital energy, eV: -11.550
Maximum force, eV/A: 1.1
M, Da: 735.12
E, Eh: -4536.760261

Each line ends with the Mulliken charge.
Geometry (Å):
Rh  0.03  -0.11  -0.09  0.493
Se  2.71  -6.53  2.84  0.325
N  1.37  -5.45  3.29  -0.830
C  1.34  -4.48  2.41  0.752
C  0.38  -3.38  2.47  0.370
C  -0.58  -3.21  3.47  -0.419
C  -1.41  -2.11  3.42  -0.937
C  -1.30  -1.21  2.36  -0.090
N  -0.40  -1.38  1.41  -0.082
C  0.45  -2.43  1.46  0.182
C  1.46  -2.49  0.41  0.086
N  1.44  -1.48  -0.50  0.002
C  2.34  -1.46  -1.47  -0.188
C  3.32  -2.44  -1.59  -0.973
C  3.36  -3.47  -0.68  -0.375
C  2.40  -3.51  0.34  0.385
C  2.33  -4.55  1.37  0.743
N  3.15  -5.56  1.42  -0.832
H  -0.64  -3.93  4.28  0.553
H  -2.17  -1.95  4.17  0.456
H  -1.94  -0.34  2.28  0.521
H  2.26  -0.65  -2.18  0.501
H  4.03  -2.38  -2.39  0.441
H  4.11  -4.25  -0.73  0.560
C  3.27  6.55  -0.44  -1.795
C  3.40  5.79  -1.75  0.497
C  2.97  6.65  -2.93  -0.956
C  3.14  5.89  -4.23  -0.953
C  2.36  4.61  -4.18  1.039
C  1.88  4.02  -5.33  -0.747
C  1.15  2.84  -5.26  -0.040
F  0.72  2.29  -6.40  -0.341
C  0.88  2.22  -4.08  -0.755
C  1.37  2.79  -2.89  0.451
C  1.16  2.11  -1.63  2.084
O  0.49  1.02  -1.65  -1.031
C  1.75  2.66  -0.50  0.135
C  2.42  3.86  -0.62  -0.684
N  2.60  4.53  -1.75  0.229
C  2.11  3.99  -2.94  -0.834
C  1.79  2.02  0.86  0.224
O  2.30  2.64  1.76  -0.704
O  1.35  0.79  1.03  -0.279
H  3.73  7.53  -0.56  0.431
H  3.77  6.06  0.39  0.529
H  2.22  6.69  -0.18  0.406
H  4.45  5.50  -1.90  0.129
H  3.57  7.56  -2.94  0.369
H  1.92  6.95  -2.79  0.345
H  4.19  5.67  -4.40  0.317
H  2.80  6.49  -5.08  0.476
H  2.07  4.48  -6.29  0.535
H  0.30  1.32  -4.04  0.577
H  2.83  4.27  0.29  0.639
F  -1.48  1.04  0.33  -0.806
B  -2.73  2.47  1.01  0.597
F  -3.33  2.70  -0.15  -0.233
F  -3.33  1.67  1.90  -0.258
F  -1.79  3.31  1.43  -0.237

=====

# 6
Formula: H4P4S
Source: the Open Molecules 2025 dataset
Level of theory: ωB97M-V/def2-TZVPD

## Properties
SMILES string: PP(P)#P=S
HOMO-LUMO gap, eV: 6.53
Energy above the lowest of the compared OMol25 structures with the same formula, charge and spin, kJ/mol: 33.13
2S+1: 1
Highest occupied orbital energy, eV: -8.470
Maximum force, eV/A: 2.9
M, Da: 160.00
E, Eh: -1765.942775

Each line ends with the Mulliken charge.
Geometry (Å):
P  1.05  0.37  -1.47  -0.113
P  -0.22  0.41  0.28  0.060
P  -1.85  -0.91  -0.35  -0.099
P  0.82  -0.91  1.61  0.140
S  2.44  0.18  2.22  -0.279
H  2.08  1.17  -1.07  0.089
H  0.31  1.40  -2.19  0.085
H  -2.98  -0.18  0.16  0.093
H  -1.65  -1.52  0.82  0.025

=====

# 7
Formula: C6H12O28Rb3S7Y
Source: the Open Molecules 2025 dataset
Level of theory: ωB97M-V/def2-TZVPD

## Properties
HOMO-LUMO gap (spin up / spin down), eV: 5.56 / 5.12
2S+1: 2
Total charge: -1
Highest occupied orbital energy (spin up / spin down), eV: -5.482 / -5.479
⟨S²⟩: 0.762
Maximum force, eV/A: 7.8
M, Da: 1101.91
E, Eh: -5240.751501

Each line ends with the Mulliken charge.
Geometry (Å):
Rb  -0.85  -4.10  -0.88  0.882
Rb  1.63  -3.19  2.94  0.918
Rb  2.78  1.94  1.27  0.894
Y  -0.15  0.48  -1.97  1.390
S  0.61  3.28  -1.42  1.004
O  -0.71  2.65  -1.61  -0.520
O  0.95  3.59  -0.06  -0.617
O  1.40  2.05  -1.67  -0.452
O  1.11  4.26  -2.38  -0.685
S  0.85  -0.95  0.29  2.009
O  2.08  -0.90  1.06  -1.011
O  -0.03  -1.92  0.91  -1.014
O  0.20  0.27  0.17  -0.963
O  1.03  -1.20  -1.16  -0.943
S  0.52  0.57  -4.76  1.250
O  -0.64  1.05  -4.03  -0.386
O  1.21  -0.03  -3.65  -0.389
O  0.09  -0.48  -5.70  -0.453
O  1.23  1.62  -5.34  -0.535
S  -2.57  -1.17  -2.37  1.337
O  -3.16  -2.16  -1.46  -0.777
O  -1.16  -1.43  -2.71  -0.524
O  -3.36  -1.03  -3.56  -0.788
O  -2.34  0.15  -1.80  -0.746
C  -0.22  2.71  2.91  0.312
C  -1.29  2.27  3.91  0.004
O  -0.59  1.73  5.05  -0.340
S  1.02  1.47  4.82  0.967
O  1.44  0.22  4.12  -0.354
O  1.85  1.91  5.91  -0.549
O  1.08  2.64  3.62  -0.401
H  -0.32  3.74  2.56  0.371
H  -0.14  2.06  2.04  -0.413
H  -1.92  1.49  3.50  0.128
H  -1.85  3.18  4.12  0.311
C  4.54  -1.39  -1.53  0.104
C  4.18  -1.79  -2.99  -0.200
O  3.51  -3.03  -2.83  -0.266
S  3.92  -3.81  -1.42  0.969
O  4.56  -5.10  -1.65  -0.599
O  2.88  -3.85  -0.42  -0.391
O  5.00  -2.65  -1.08  -0.356
H  3.71  -0.99  -0.94  -0.107
H  5.41  -0.74  -1.57  0.369
H  5.16  -1.96  -3.44  0.337
H  3.62  -1.02  -3.51  0.188
C  -3.21  -0.61  1.58  -0.119
C  -3.59  0.78  1.04  0.362
O  -5.04  0.81  1.23  -0.422
S  -5.59  -0.17  2.49  1.065
O  -6.54  -1.15  1.89  -0.539
O  -5.95  0.63  3.65  -0.537
O  -4.06  -0.90  2.69  -0.426
H  -2.17  -0.89  1.73  0.005
H  -3.54  -1.38  0.87  0.441
H  -3.45  0.84  -0.04  0.018
H  -3.14  1.62  1.56  0.187

=====

# 8
Formula: C3H7O3S2
Source: the Open Molecules 2025 dataset
Level of theory: ωB97M-V/def2-TZVPD

## Properties
SMILES string: CCSCS(=O)(=O)[O-]
HOMO-LUMO gap, eV: 8.13
Energy above the lowest of the compared OMol25 structures with the same formula, charge and spin, kJ/mol: 57.29
2S+1: 1
Total charge: -1
Highest occupied orbital energy, eV: -4.870
Maximum force, eV/A: 2.6
M, Da: 155.22
E, Eh: -1140.676682

Each line ends with the Mulliken charge.
Geometry (Å):
C  1.77  -1.10  0.12  -0.937
C  1.71  0.37  -0.30  -0.510
S  0.21  0.66  -1.29  -0.111
C  -0.98  0.99  0.02  -0.779
S  -2.38  -0.15  0.04  1.159
O  -3.17  0.39  1.13  -0.701
O  -3.01  0.02  -1.26  -0.682
O  -1.78  -1.41  0.27  -0.637
H  2.68  -1.34  0.67  0.350
H  0.88  -1.32  0.70  0.265
H  1.69  -1.70  -0.78  0.271
H  1.67  1.02  0.58  0.279
H  2.59  0.67  -0.86  0.332
H  -0.52  0.89  1.00  0.261
H  -1.38  1.99  -0.06  0.440